[1]
Entry from the Open Molecules 2025 dataset: a single C5H6S3 molecule in a non-equilibrium geometry (ωB97M-V/def2-TZVPD).

## Properties
SMILES: S=C1C=CCC1(S)S
HOMO in Eh: -0.327
Energy above the lowest of the compared OMol25 structures with the same formula, charge and spin in eV: 2.6060
E_tot in hartree: -1388.58002

Geometry as XYZ:
```
14
Properties=species:S:1:pos:R:3:forces:R:3:mulliken_charge:R:1
C -0.90142 -1.56002 0.40380 4.12 -1.16 0.57 -0.494
C -1.56676 -0.70713 -0.33025 2.16 0.74 -0.25 -0.319
C 0.81533 -0.86166 0.41320 -4.06 -2.00 -0.27 -0.106
C -0.71704 0.42444 -0.90398 -0.98 -0.32 -1.21 -0.780
C 0.45087 0.52145 -0.02061 1.51 1.22 1.02 0.487
S 2.16679 -1.64658 0.67753 0.11 0.10 0.10 -0.307
S -0.10477 1.22861 1.62392 -0.57 -0.70 0.22 -0.156
S 1.83967 1.43607 -0.80255 0.05 -1.12 1.47 -0.147
H -1.02647 -2.65342 0.74092 -0.13 2.24 -0.29 0.343
H -2.54471 -0.70619 -0.62618 -2.50 -0.52 -0.56 0.512
H -0.26799 0.10680 -1.89508 -1.08 0.43 0.65 0.340
H -1.29950 1.36594 -0.96133 0.55 -0.47 -0.25 0.301
H 0.53961 2.36628 1.60442 0.63 0.70 -0.30 0.166
H 2.61640 0.68541 0.07618 0.17 0.87 -0.90 0.159
```
Positions in Å, forces in eV/Å.

=====

[2]
Entry from the Open Molecules 2025 dataset: a single C5H6S3 molecule in a non-equilibrium geometry (ωB97M-V/def2-TZVPD).

## Properties
HOMO in Eh: -0.301
Energy above the lowest of the compared OMol25 structures with the same formula, charge and spin in eV: 3.6253
E_tot in hartree: -1388.54256

Geometry as XYZ:
```
14
Properties=species:S:1:pos:R:3:forces:R:3:mulliken_charge:R:1
C 1.58116 -1.14954 0.05853 -2.74 1.20 1.03 0.174
C 0.82682 0.78938 0.11596 -1.99 1.07 -1.67 -0.023
C -0.25008 -0.22137 0.28290 2.88 1.52 -1.01 -0.181
C 1.97503 0.09003 0.71046 3.14 0.31 -2.30 0.171
C -1.30240 -0.16650 -0.76252 1.29 -1.11 -1.33 -1.268
S 1.82193 -2.49663 -0.63474 0.55 -0.85 -0.56 -0.301
S 0.85047 2.06025 -0.98430 -0.03 -1.32 1.39 -0.276
S 3.69290 0.65804 0.25088 -0.27 -0.89 0.86 -0.178
H -0.39898 -0.65873 1.26573 -0.19 0.15 -0.05 0.441
H 1.85713 0.13681 1.73021 -0.04 -0.42 2.59 0.311
H -0.76916 -0.24631 -1.81562 -1.27 0.08 2.02 0.288
H -1.90748 0.73462 -0.75887 0.01 0.09 0.14 0.318
H -1.87567 -1.04013 -0.52584 -0.99 -0.44 -0.68 0.385
H 3.25231 1.71600 -0.39870 -0.36 0.61 -0.43 0.138
```
Positions in Å, forces in eV/Å.

=====

[3]
Entry from the Open Molecules 2025 dataset: a single C5H6S3 molecule in a non-equilibrium geometry (ωB97M-V/def2-TZVPD).

## Properties
SMILES: S=CC(=S)SC1CC1
HOMO in Eh: -0.325
Energy above the lowest of the compared OMol25 structures with the same formula, charge and spin in eV: 2.1699
E_tot in hartree: -1388.59604

Geometry as XYZ:
```
14
Properties=species:S:1:pos:R:3:forces:R:3:mulliken_charge:R:1
C 3.08847 0.59388 0.02417 0.36 -0.75 0.53 -0.246
C 1.61640 0.64298 0.02265 -1.26 1.44 -0.40 0.281
C -0.82834 -0.44250 0.50665 0.48 0.76 1.46 -0.097
C -2.05228 -1.15487 -0.01827 0.08 0.33 -0.31 -0.578
C -1.67101 0.21593 -0.52059 -0.20 0.03 -0.25 -0.488
H 3.56383 1.55906 0.25461 -0.04 -0.42 -0.39 0.302
H -0.85097 -0.03420 1.57727 0.10 -0.61 -1.73 0.353
H -1.91334 -2.02126 -0.62981 0.18 -0.24 -0.44 0.234
H -2.96150 -1.22476 0.58023 0.53 0.12 0.18 0.234
H -2.22868 1.03807 -0.14822 -0.65 0.51 0.25 0.233
H -1.25555 0.45647 -1.49956 -0.05 -0.62 0.20 0.302
S 3.86411 -0.83238 -0.10347 0.12 1.05 -0.11 -0.223
S 0.79101 2.08798 -0.01044 1.12 -0.63 0.32 -0.220
S 0.83785 -0.88439 -0.03523 -0.77 -0.97 0.69 -0.089
```
Positions in Å, forces in eV/Å.

=====

[4]
Entry from the Open Molecules 2025 dataset: 2 unconnected molecules or ions with the total composition C5H7BBr2F2O4S (ωB97M-V/def2-TZVPD).

## Properties
HOMO in Eh: -0.327
E_tot in hartree: -6266.61216

Geometry as XYZ:
```
22
Properties=species:S:1:pos:R:3:forces:R:3:mulliken_charge:R:1
C -0.83413 0.50214 -1.52316 0.03 -0.04 0.00 -1.129
C -0.30211 1.51603 -0.51399 0.21 0.47 -0.37 -0.550
C 1.21200 1.74068 -0.55620 -0.61 -0.32 0.31 -0.308
Br 2.25017 0.16582 -0.46320 0.40 -0.18 0.00 0.111
S 1.56952 2.77499 -2.06014 -0.12 0.39 0.27 0.158
Br 2.28035 1.52905 -3.62219 0.13 -0.29 -0.36 0.137
H -0.71626 0.85353 -2.55964 0.02 -0.07 0.14 0.423
H -0.34640 -0.46861 -1.40551 -0.04 0.15 -0.04 0.271
H -1.89912 0.34129 -1.33792 0.20 0.14 -0.03 0.335
H -0.77358 2.49139 -0.71975 0.07 -0.11 0.25 0.536
H -0.56691 1.23590 0.51092 0.08 -0.05 -0.32 0.225
H 1.57054 2.38524 0.25262 -0.15 0.17 -0.21 0.470
H 2.75575 3.25951 -1.65468 0.16 -0.02 -0.04 0.294
B 0.36799 -2.63700 1.55478 -0.05 -0.06 0.05 0.467
O -0.13601 -1.35017 0.91983 -0.02 0.19 -0.15 -0.075
C -1.31699 -1.03590 1.38435 -0.06 -0.45 0.44 0.697
O -1.95093 -0.05107 1.09361 -0.33 -0.17 0.25 -0.675
C -1.73861 -2.14345 2.40367 0.05 0.28 -0.19 0.342
O -2.77017 -2.15345 3.00961 -0.05 -0.04 0.03 -0.577
O -0.75819 -3.01306 2.46386 0.17 -0.07 -0.05 -0.509
F 1.52938 -2.36212 2.25243 -0.06 0.01 0.00 -0.327
F 0.57370 -3.58074 0.57067 -0.03 0.04 0.02 -0.317
```
Positions in Å, forces in eV/Å.

=====

[5]
Entry from the Open Molecules 2025 dataset: a single C5H7BO molecule in a non-equilibrium geometry (ωB97M-V/def2-TZVPD).

## Properties
SMILES: OBC1C=CC=C1
HOMO in Eh: -0.302
Energy above the lowest of the compared OMol25 structures with the same formula, charge and spin in eV: 1.8757
E_tot in hartree: -294.74577

Geometry as XYZ:
```
14
Properties=species:S:1:pos:R:3:forces:R:3:mulliken_charge:R:1
B -0.57498 1.75412 -1.00411 0.45 -3.63 0.72 0.311
C 1.33819 -0.92118 0.98015 0.06 0.59 -0.45 -0.727
C 0.67151 0.19581 0.62835 1.60 1.44 2.03 -0.306
C 0.75205 -1.97236 0.20088 1.08 -2.18 0.86 -0.044
C -0.43816 0.05213 -0.30118 2.15 -1.00 -2.35 0.106
C -0.21727 -1.56861 -0.58236 -1.71 2.65 -1.37 -0.713
O -1.66451 2.18072 -0.42363 -1.39 -0.75 0.92 -0.425
H 0.15461 2.45716 -1.60663 0.39 -0.23 -0.24 -0.060
H 2.15688 -1.05359 1.68647 -0.32 0.26 -0.18 0.393
H 0.86326 1.15955 1.11512 0.07 -0.22 -0.18 0.265
H 1.00933 -3.03319 0.33126 -0.07 0.49 -0.12 0.359
H -1.21627 -0.05788 0.38709 -2.18 0.33 0.81 0.204
H -0.87884 -2.24862 -1.11168 0.03 0.48 -0.16 0.314
H -1.95579 3.05595 -0.29972 -0.15 1.77 -0.30 0.324
```
Positions in Å, forces in eV/Å.

=====

[6]
Entry from the Open Molecules 2025 dataset: a single C5H7BOS molecule in a non-equilibrium geometry (ωB97M-V/def2-TZVPD).

## Properties
SMILES: C/C(S)=C/C#CBO
HOMO in Eh: -0.318
Energy above the lowest of the compared OMol25 structures with the same formula, charge and spin in eV: 2.5905
E_tot in hartree: -692.93802

Geometry as XYZ:
```
15
Properties=species:S:1:pos:R:3:forces:R:3:mulliken_charge:R:1
B 3.34815 -0.82817 -0.13496 1.36 0.46 -0.16 0.174
C 0.74246 -0.16921 -0.13822 0.06 0.45 -0.69 -0.059
C -0.53888 0.49977 -0.02877 0.65 0.30 0.94 -0.330
C 1.95180 -0.36428 -0.18152 -2.87 0.56 0.43 -0.116
C -1.83357 0.21179 -0.06531 -1.22 -2.95 -1.26 0.646
C -2.99812 1.02276 0.46869 -0.89 -1.66 -0.88 -1.167
O 4.38609 0.00222 0.08692 1.74 0.88 -0.23 -0.535
S -2.41441 -1.38313 -0.83962 -2.47 2.59 0.89 -0.208
H 3.55929 -1.91032 -0.35171 0.35 -2.03 -0.37 -0.091
H -1.26814 -1.85472 -0.82250 3.16 -1.53 -0.19 0.099
H -0.42157 1.48216 0.35754 0.49 0.97 0.50 0.287
H -3.38629 1.66285 -0.35212 -0.04 -0.34 0.64 0.294
H -3.83800 0.27030 0.83632 1.76 1.79 -0.72 0.341
H -2.62008 1.61410 1.27128 -0.11 0.59 0.65 0.334
H 5.33129 -0.25612 -0.10602 -1.99 -0.07 0.47 0.332
```
Positions in Å, forces in eV/Å.

=====

[7]
Entry from the Open Molecules 2025 dataset: a molecular structure, C5H7BeO3 in a non-equilibrium geometry (ωB97M-V/def2-TZVPD).

## Properties
HOMO in Eh: -0.427
Energy above the lowest of the compared OMol25 structures with the same formula, charge and spin in eV: 0.0000
E_tot in hartree: -434.75918
Total charge: +1

Geometry as XYZ:
```
16
Properties=species:S:1:pos:R:3:forces:R:3:mulliken_charge:R:1
O -0.97796 0.05189 1.07710 -0.17 2.22 -0.83 -0.293
C -0.87577 1.35362 0.90226 -2.92 -12.41 1.18 0.975
O 0.20192 1.98617 1.10349 7.87 -4.18 3.39 0.181
Be -0.65590 2.79479 0.66310 -5.68 13.16 -4.47 -0.024
O -1.90038 1.97221 0.49605 0.38 1.50 -0.08 -0.221
C 0.13929 -0.69489 1.43553 -0.47 -2.47 3.64 0.054
H 0.97964 -0.10573 1.80054 -0.07 -0.29 -0.59 0.379
H 0.78736 -2.56669 2.12056 -0.14 0.08 -0.56 0.343
C -0.01147 -2.02775 1.61040 -0.73 2.82 1.84 -0.730
H -0.97933 -2.51034 1.46833 0.41 0.06 -0.28 0.309
C 1.34383 -1.09726 -0.72888 0.64 -2.56 -1.94 -0.585
C 0.94673 -2.39541 -0.63564 1.57 1.80 -2.42 -0.536
H 0.78426 -0.37478 -1.33076 -0.05 -0.15 0.40 0.279
H 0.03711 -2.73402 -1.13876 0.15 0.11 0.43 0.287
H 2.34098 -0.79707 -0.39433 -0.43 0.00 0.13 0.274
H 1.62015 -3.16188 -0.24356 -0.37 0.30 0.18 0.308
```
Positions in Å, forces in eV/Å.

=====

[8]
Entry from the Open Molecules 2025 dataset: a molecular structure, C5H7BeO3 in a non-equilibrium geometry (ωB97M-V/def2-TZVPD).

## Properties
HOMO (spin up / spin down) in Eh: -0.415 / -0.415
Energy above the lowest of the compared OMol25 structures with the same formula, charge and spin in eV: 0.6509
E_tot in hartree: -434.73526
Total charge: +1

Geometry as XYZ:
```
16
Properties=species:S:1:pos:R:3:forces:R:3:mulliken_charge:R:1
O -0.49862 -1.31456 -0.19979 -1.49 0.90 1.49 -0.291
C -1.22920 -1.04987 0.86327 5.34 -2.85 -11.45 0.962
O -0.72040 -0.80044 1.99532 9.90 -0.54 1.65 0.186
Be -1.96117 -0.66227 2.08028 -13.82 2.90 6.65 -0.027
O -2.48500 -1.02219 0.72012 -0.59 0.29 1.42 -0.224
C 0.89197 -1.26346 -0.12117 1.97 -4.63 -1.71 0.062
H 1.28473 -1.31410 0.89389 0.00 0.65 -0.41 0.380
H 2.65178 -1.82932 -1.12013 -0.25 0.61 -0.18 0.342
C 1.60064 -1.56661 -1.24531 -2.11 -2.31 2.93 -0.726
H 1.09243 -1.83507 -2.17276 0.21 0.51 0.16 0.307
C 1.47173 1.07090 -0.36387 1.94 2.46 -2.78 -0.597
C 1.98069 0.76027 -1.59866 -0.60 3.72 2.03 -0.528
H 0.47113 1.50122 -0.25780 0.10 -0.50 -0.03 0.282
H 1.37004 0.90556 -2.49397 0.13 -0.43 0.28 0.291
H 2.14088 1.16448 0.49646 -0.31 -0.37 -0.17 0.276
H 3.05652 0.62925 -1.74194 -0.42 -0.40 0.11 0.302
```
Positions in Å, forces in eV/Å.

=====

[9]
Entry from the Open Molecules 2025 dataset: 2 unconnected molecules or ions with the total composition C5H7BrN2 in a non-equilibrium geometry (ωB97M-V/def2-TZVPD).

## Properties
HOMO (spin up / spin down) in Eh: -0.328 / -0.330
Energy above the lowest of the compared OMol25 structures with the same formula, charge and spin in eV: 3.8714
E_tot in hartree: -2878.07307

Geometry as XYZ:
```
15
Properties=species:S:1:pos:R:3:forces:R:3:mulliken_charge:R:1
C -0.07065 -1.54824 -1.43369 -1.46 0.18 0.65 -0.356
C 0.99956 -1.46714 -2.28728 0.44 0.42 0.23 -0.250
C 0.05991 -0.38436 -0.66330 -2.31 -0.84 3.59 -0.039
C -0.49165 1.59860 1.83695 -0.92 -0.82 1.80 -0.980
C -0.97368 0.15219 1.54718 0.82 3.37 -4.48 -0.200
N 1.77818 -0.43976 -2.01835 1.32 0.27 -1.35 -0.905
N 1.18399 0.20721 -1.02818 1.75 2.16 1.27 0.375
Br -2.81874 -0.07418 1.23227 0.36 0.01 0.21 -0.056
H -0.80107 -2.36828 -1.51921 0.18 0.96 0.61 0.306
H 1.18913 -2.13066 -3.07556 0.60 -0.66 -0.94 0.447
H 0.60495 1.78364 1.75605 -0.66 -0.80 0.72 0.278
H -0.96790 1.84229 2.90927 1.42 -0.24 -2.17 0.299
H -0.86647 2.30633 1.14293 -0.93 0.52 -0.64 0.367
H -0.55719 -0.50386 2.19401 1.07 -2.56 1.50 0.438
H 1.73162 1.02623 -0.59310 -1.69 -1.98 -0.98 0.277
```
Positions in Å, forces in eV/Å.

=====

[10]
Entry from the Open Molecules 2025 dataset: a single C5H7BrS molecule in a non-equilibrium geometry (ωB97M-V/def2-TZVPD).

## Properties
SMILES: S/C=C1\C[C@H]1CBr
HOMO in Eh: -0.318
Energy above the lowest of the compared OMol25 structures with the same formula, charge and spin in eV: 1.9423
E_tot in hartree: -3166.80525

Geometry as XYZ:
```
14
Properties=species:S:1:pos:R:3:forces:R:3:mulliken_charge:R:1
C -0.07025 0.68289 -0.17899 1.15 -0.13 -0.61 -0.860
C -0.19161 -0.36180 0.91763 -1.98 0.87 -1.56 -0.190
C 1.95690 -0.96518 -0.61858 0.10 -0.09 -1.55 -0.286
C -1.69845 -0.68226 1.13998 0.03 -0.02 -0.12 -0.668
C 0.75453 -0.55462 -0.23131 -0.81 -0.07 0.53 0.203
S 2.79262 -0.27535 -2.04919 -1.83 1.39 0.26 -0.222
Br -1.86607 -2.19531 2.32828 -0.09 -0.67 0.37 -0.190
H -0.94593 0.85247 -0.75764 -0.65 -0.49 -0.73 0.268
H 0.42988 1.62234 -0.07131 0.51 0.39 0.56 0.346
H 0.30019 -0.05044 1.75080 1.21 0.42 2.67 0.456
H -2.09715 -1.05080 0.15135 -0.09 0.84 1.19 0.363
H 2.58447 -1.83419 -0.42978 -0.83 -0.12 1.12 0.318
H -2.35506 0.13111 1.73578 1.91 -1.49 -2.07 0.321
H 1.73929 0.63834 -2.27001 1.36 -0.84 -0.06 0.141
```
Positions in Å, forces in eV/Å.